Entry 1:
{"formula": "C3H9NO3", "method": "ωB97M-V/def2-TZVPD", "multiplicity": 1, "homo_lumo_gap_ev": 10.10, "homo_energy_ev": -9.6, "e_lumo_ha": 0.017, "smiles": "O=CCNCO.O", "species": ["O", "C", "C", "N", "C", "O", "H", "H", "H", "H", "H", "H", "H", "O", "H", "H"], "xyz": [[-1.405, 0.554, -2.057], [-0.273, 0.378, -2.437], [0.916, 0.035, -1.588], [1.105, 0.897, -0.438], [0.027, 0.688, 0.576], [0.398, -0.494, 1.302], [-0.019, 0.572, -3.488], [1.771, -0.042, -2.265], [0.800, -1.046, -1.369], [1.970, 0.746, 0.067], [-0.168, 1.516, 1.273], [-0.906, 0.380, 0.047], [-0.159, -1.210, 0.959], [-1.593, -0.859, 3.413], [-1.398, -1.783, 3.238], [-1.066, -0.332, 2.767]]}

=====

Entry 2:
{"formula": "C3H9NO3", "method": "ωB97M-V/def2-TZVPD", "multiplicity": 1, "homo_lumo_gap_ev": 9.65, "homo_energy_ev": -8.9, "e_lumo_ha": 0.027, "smiles": "CNCC(=O)O.O", "species": ["C", "N", "C", "C", "O", "O", "H", "H", "H", "H", "H", "H", "H", "O", "H", "H"], "xyz": [[-2.071, -2.201, 0.037], [-0.984, -1.209, 0.295], [-1.246, 0.094, -0.344], [-1.218, 1.249, 0.618], [-1.641, 1.209, 1.733], [-0.519, 2.301, 0.073], [-1.590, -3.160, 0.258], [-2.379, -1.952, -0.968], [-2.928, -2.134, 0.740], [-0.802, -1.075, 1.281], [-2.220, 0.096, -0.865], [-0.544, 0.145, -1.168], [-0.186, 2.846, 0.788], [5.850, 1.089, -1.061], [6.081, 0.851, -0.142], [6.397, 1.850, -1.276]]}

=====

Entry 3:
{"formula": "C3H9NO3", "method": "ωB97M-V/def2-TZVPD", "multiplicity": 1, "homo_lumo_gap_ev": 10.93, "homo_energy_ev": -10.1, "e_lumo_ha": 0.029, "smiles": "N[C@@H](O)CC(O)O", "species": ["N", "C", "O", "C", "C", "O", "O", "H", "H", "H", "H", "H", "H", "H", "H", "H"], "xyz": [[0.492, -0.673, -1.348], [1.125, -0.290, -0.116], [2.337, 0.395, -0.397], [0.146, 0.644, 0.716], [-1.258, 0.068, 0.745], [-1.411, -1.282, 0.529], [-1.936, 0.860, -0.293], [1.156, -1.146, -1.951], [0.144, 0.152, -1.827], [1.355, -1.210, 0.448], [2.720, 0.723, 0.423], [0.537, 0.743, 1.727], [0.163, 1.621, 0.234], [-1.735, 0.273, 1.717], [-0.968, -1.484, -0.319], [-2.867, 0.606, -0.287]]}

=====

Entry 4:
{"formula": "C3H9NO3", "method": "ωB97M-V/def2-TZVPD", "multiplicity": 1, "homo_lumo_gap_ev": 10.46, "homo_energy_ev": -9.9, "e_lumo_ha": 0.022, "smiles": "NC(=O)CCO.O", "species": ["N", "C", "O", "C", "C", "O", "H", "H", "H", "H", "H", "H", "H", "O", "H", "H"], "xyz": [[0.304, -1.661, 0.307], [1.255, -0.889, -0.315], [1.874, -1.302, -1.272], [1.457, 0.483, 0.245], [0.243, 1.415, 0.248], [-0.594, 1.246, 1.391], [0.223, -2.573, -0.115], [-0.568, -1.241, 0.595], [1.802, 0.442, 1.256], [2.257, 0.990, -0.292], [0.591, 2.439, 0.167], [-0.430, 1.253, -0.597], [-0.054, 1.003, 2.107], [-2.875, -0.878, -1.033], [-2.761, 0.026, -0.718], [-2.722, -0.754, -1.973]]}

=====

Entry 5:
{"formula": "C3H9NO3", "method": "ωB97M-V/def2-TZVPD", "multiplicity": 1, "homo_lumo_gap_ev": 10.44, "homo_energy_ev": -9.8, "e_lumo_ha": 0.022, "smiles": "O=CCNCO.O", "species": ["O", "C", "C", "N", "C", "O", "H", "H", "H", "H", "H", "H", "H", "O", "H", "H"], "xyz": [[1.988, -0.252, 0.744], [1.214, -0.218, -0.171], [-0.285, -0.078, -0.029], [-0.961, -0.800, -1.095], [-2.218, -0.250, -1.508], [-3.161, -0.032, -0.453], [1.560, -0.266, -1.215], [-0.595, -0.361, 0.981], [-0.475, 0.993, -0.182], [-0.992, -1.792, -0.916], [-2.673, -0.882, -2.277], [-2.027, 0.731, -1.947], [-3.261, -0.878, 0.004], [4.355, 1.377, 2.711], [3.741, 2.115, 2.657], [3.790, 0.591, 2.694]]}

=====

Entry 6:
{"formula": "C3H9NO3", "method": "ωB97M-V/def2-TZVPD", "multiplicity": 1, "homo_lumo_gap_ev": 10.36, "homo_energy_ev": -9.6, "e_lumo_ha": 0.027, "smiles": "CCNC(=O)O.O", "species": ["C", "C", "N", "C", "O", "O", "H", "H", "H", "H", "H", "H", "H", "O", "H", "H"], "xyz": [[2.569, 0.208, -2.101], [1.239, 0.266, -1.369], [1.153, 0.666, -0.082], [0.119, 0.112, 0.695], [-0.380, -1.013, 0.477], [-0.465, 0.805, 1.651], [2.118, 0.344, -3.079], [3.032, -0.744, -1.861], [3.244, 1.090, -2.065], [0.920, -0.827, -1.390], [0.530, 0.944, -1.951], [1.788, 0.972, 0.584], [-1.370, 0.488, 1.624], [-3.519, -0.797, 0.920], [-4.230, -1.467, 0.747], [-2.761, -0.932, 0.225]]}

=====

Entry 7:
{"formula": "C3H9NO3S2", "method": "ωB97M-V/def2-TZVPD", "multiplicity": 1, "homo_lumo_gap_ev": 9.66, "homo_energy_ev": -9.1, "e_lumo_ha": 0.019, "smiles": "C[C@@H](NCS)S(=O)(=O)O", "species": ["C", "C", "N", "C", "S", "S", "O", "O", "O", "H", "H", "H", "H", "H", "H", "H", "H", "H"], "xyz": [[0.475, -0.759, 2.010], [0.316, -0.106, 0.733], [0.703, -0.944, -0.397], [1.306, -0.430, -1.576], [0.264, -0.313, -3.084], [-1.572, 0.506, 0.484], [-2.069, 1.070, 1.681], [-2.383, -0.423, -0.264], [-1.379, 1.895, -0.482], [1.397, -0.258, 2.395], [0.624, -1.833, 2.057], [-0.367, -0.427, 2.626], [0.870, 0.829, 0.718], [0.113, -1.708, -0.522], [2.156, -1.027, -1.984], [1.789, 0.494, -1.405], [-0.525, 0.775, -2.986], [-1.719, 2.657, -0.005]]}

=====

Entry 8:
{"formula": "C3H9NO4", "method": "ωB97M-V/def2-TZVPD", "multiplicity": 1, "homo_lumo_gap_ev": 10.58, "homo_energy_ev": -9.9, "e_lumo_ha": 0.024, "species": ["C", "C", "C", "N", "O", "O", "O", "O", "H", "H", "H", "H", "H", "H", "H", "H", "H"], "xyz": [[-0.600, 0.748, 0.323], [0.901, -0.467, 0.869], [2.243, 0.008, 0.326], [-0.303, -0.456, -0.368], [0.126, -0.293, -1.645], [-2.802, -0.707, -0.822], [-0.318, 1.867, -0.414], [-1.503, 0.752, 1.175], [-0.473, -0.827, -2.190], [-3.008, -1.607, -0.575], [-1.010, 2.516, -0.224], [-2.668, -0.229, 0.028], [0.895, -1.547, 1.023], [0.755, -0.118, 1.893], [2.290, 1.097, 0.302], [2.430, -0.388, -0.670], [3.048, -0.349, 0.969]]}

=====

Entry 9:
{"formula": "C3H9NO4S", "method": "ωB97M-V/def2-TZVPD", "multiplicity": 1, "homo_lumo_gap_ev": 10.90, "homo_energy_ev": -10.6, "e_lumo_ha": 0.011, "smiles": "C[C@@H](C(O)O)S(N)(=O)=O", "species": ["C", "C", "C", "O", "O", "S", "N", "O", "O", "H", "H", "H", "H", "H", "H", "H", "H", "H"], "xyz": [[-0.164, -0.325, 1.977], [-0.171, 0.382, 0.626], [1.293, 0.405, 0.038], [1.101, 1.027, -1.249], [1.867, -0.780, 0.061], [-1.282, -0.501, -0.457], [-1.208, 0.216, -1.872], [-0.722, -1.814, -0.576], [-2.615, -0.449, 0.141], [0.551, 0.090, 2.606], [-1.104, -0.286, 2.423], [-0.113, -1.458, 1.742], [-0.566, 1.447, 0.698], [1.940, 1.101, 0.564], [1.944, 1.086, -1.865], [1.219, -1.413, -0.314], [-0.311, 0.228, -2.413], [-1.659, 1.046, -2.129]]}

=====

Entry 10:
{"formula": "C3H9NO4S", "method": "ωB97M-V/def2-TZVPD", "multiplicity": 1, "homo_lumo_gap_ev": 10.66, "homo_energy_ev": -10.1, "e_lumo_ha": 0.020, "species": ["C", "C", "C", "N", "O", "O", "O", "O", "S", "H", "H", "H", "H", "H", "H", "H", "H", "H"], "xyz": [[1.021, 2.109, 0.990], [0.097, 1.132, 0.244], [-0.394, -1.200, 0.611], [0.730, -1.853, -0.816], [-3.075, -0.983, 0.421], [-1.629, 0.024, -1.394], [-1.951, -2.506, -1.158], [0.012, -0.029, 1.116], [-1.922, -1.073, -0.483], [1.911, 1.541, 1.336], [1.477, 2.917, 0.264], [0.425, 2.717, 1.681], [0.558, 0.702, -0.721], [-0.917, 1.566, 0.221], [-0.368, -2.099, 1.220], [1.431, -2.385, -0.325], [1.122, -0.956, -1.300], [-1.069, -2.477, -1.606]]}

=====

Entry 11:
{"formula": "C3H9NO4S", "method": "ωB97M-V/def2-TZVPD", "multiplicity": 1, "homo_lumo_gap_ev": 8.57, "homo_energy_ev": -8.2, "e_lumo_ha": 0.013, "smiles": "CC=[S@](N)(=O)O.O=CO", "species": ["C", "C", "S", "N", "O", "O", "H", "H", "H", "H", "H", "H", "H", "O", "C", "O", "H", "H"], "xyz": [[-1.900, 0.914, 0.474], [-0.491, 1.058, -0.060], [0.137, -0.196, -1.035], [-0.381, -0.483, -2.681], [-0.091, -1.486, -0.484], [1.687, 0.129, -1.309], [-2.565, 0.366, -0.212], [-1.940, 0.407, 1.456], [-2.371, 1.916, 0.558], [-0.148, 1.984, -0.529], [-1.282, -0.926, -2.479], [-0.637, 0.477, -3.101], [2.081, 0.329, -0.423], [2.470, -0.053, 1.334], [1.957, -0.724, 2.132], [0.831, -1.410, 2.053], [2.340, -0.988, 3.130], [0.303, -1.315, 1.174]]}

=====

Entry 12:
{"formula": "C3H9NOP", "method": "ωB97M-V/def2-TZVPD", "multiplicity": 1, "homo_lumo_gap_ev": 9.67, "charge": 1, "homo_energy_ev": -14.2, "e_lumo_ha": -0.165, "species": ["C", "C", "C", "N", "O", "P", "H", "H", "H", "H", "H", "H", "H", "H", "H"], "xyz": [[0.888, -0.960, 1.105], [0.649, 0.158, 0.034], [-1.710, -0.589, -0.629], [-0.763, 0.512, -0.184], [0.947, -1.651, -0.080], [1.917, 1.087, -0.834], [1.893, -1.007, 1.575], [0.029, -1.195, 1.790], [-2.177, -0.963, 0.283], [-2.518, -0.046, -1.066], [-1.318, -1.359, -1.320], [-1.082, 0.830, 0.677], [-0.806, 1.411, -0.794], [2.034, 0.351, -1.975], [3.007, 0.439, -0.073]]}

=====

Entry 13:
{"formula": "C3H9NOP", "method": "ωB97M-V/def2-TZVPD", "multiplicity": 1, "homo_lumo_gap_ev": [8.41, 7.32], "charge": 1, "homo_energy_ev": [-13.9, -12.9], "e_lumo_ha": [-0.202, -0.205], "species": ["C", "C", "C", "N", "O", "P", "H", "H", "H", "H", "H", "H", "H", "H", "H"], "xyz": [[1.483, 0.318, 0.213], [0.548, 1.597, -0.121], [-0.562, -0.880, -0.540], [0.396, -0.704, 0.559], [-0.173, 1.238, -1.187], [-2.275, -0.714, -0.221], [2.048, 0.041, -0.597], [2.122, 0.311, 1.133], [-0.028, 1.966, 0.815], [1.325, 2.373, -0.368], [-0.190, -0.884, -1.530], [0.888, -1.527, 0.844], [-0.092, -0.298, 1.317], [-2.711, -1.384, 0.917], [-2.781, -1.452, -1.234]]}

=====

Entry 14:
{"formula": "C3H9NOS", "method": "ωB97M-V/def2-TZVPD", "multiplicity": 2, "homo_lumo_gap_ev": [3.50, 6.94], "charge": -1, "homo_energy_ev": [0.0, -3.5], "e_lumo_ha": [0.128, 0.125], "species": ["C", "S", "H", "H", "H", "O", "C", "C", "N", "H", "H", "H", "H", "H", "H"], "xyz": [[0.948, -1.688, -1.340], [0.256, -0.406, -2.422], [1.050, -2.605, -1.918], [1.909, -1.379, -0.942], [0.249, -1.840, -0.521], [0.571, 0.543, 2.940], [0.521, 0.456, 1.664], [-0.332, 1.362, 0.816], [-1.430, 0.609, 0.142], [1.258, -0.131, 1.088], [-0.750, 2.124, 1.483], [0.268, 1.853, 0.037], [-2.150, 1.247, -0.182], [-0.713, 0.044, -1.567], [-1.654, -0.190, 0.722]]}

=====

Entry 15:
{"formula": "C3H9NOS", "method": "ωB97M-V/def2-TZVPD", "multiplicity": 1, "homo_lumo_gap_ev": 9.92, "homo_energy_ev": -9.1, "e_lumo_ha": 0.032, "smiles": "N[C@H](CO)CS", "species": ["N", "C", "C", "O", "C", "S", "H", "H", "H", "H", "H", "H", "H", "H", "H"], "xyz": [[0.404, 0.296, 1.523], [0.395, -0.288, 0.175], [1.817, -0.453, -0.362], [2.026, -1.876, -0.449], [-0.421, 0.662, -0.731], [-2.132, 0.954, -0.114], [-0.512, 0.293, 1.928], [1.144, -0.123, 2.052], [-0.080, -1.267, 0.186], [2.491, -0.066, 0.414], [2.066, 0.056, -1.290], [2.948, -2.049, -0.593], [-0.577, 0.277, -1.735], [0.098, 1.615, -0.727], [-2.362, -0.351, 0.115]]}

=====

Entry 16:
{"formula": "C3H9NOS2", "method": "ωB97M-V/def2-TZVPD", "multiplicity": 1, "homo_lumo_gap_ev": 8.90, "homo_energy_ev": -8.8, "e_lumo_ha": 0.004, "smiles": "N[C@H](CO)CSS", "species": ["N", "C", "C", "O", "C", "S", "S", "H", "H", "H", "H", "H", "H", "H", "H", "H"], "xyz": [[0.593, 1.265, -0.109], [-0.406, 0.267, -0.320], [-1.756, 0.384, 0.476], [-2.193, 1.713, 0.456], [-0.034, -1.348, -0.321], [1.529, -1.859, -1.065], [3.092, -1.552, 0.404], [1.208, 1.164, 0.694], [1.199, 1.694, -0.770], [-0.635, 0.364, -1.410], [-1.316, 0.020, 1.521], [-2.725, -0.099, 0.049], [-1.374, 2.292, 0.717], [0.139, -1.734, 0.662], [-0.958, -1.999, -0.661], [3.637, -0.574, -0.325]]}

=====

Entry 17:
{"formula": "C3H9NS", "method": "ωB97M-V/def2-TZVPD", "multiplicity": 2, "homo_lumo_gap_ev": [2.74, 8.32], "charge": -1, "homo_energy_ev": [1.0, -4.7], "e_lumo_ha": [0.136, 0.134], "species": ["C", "S", "H", "H", "H", "C", "C", "N", "H", "H", "H", "H", "H", "H"], "xyz": [[1.292, 1.801, -0.399], [-0.209, 1.657, -1.430], [2.057, 2.405, -0.887], [1.089, 2.234, 0.583], [1.667, 0.800, -0.182], [-0.910, -1.479, 0.356], [0.149, -1.944, -0.311], [-1.100, -0.146, 0.782], [-1.797, -2.067, 0.547], [0.096, -2.980, -0.617], [0.925, -1.287, -0.671], [-0.366, 0.276, 1.360], [-0.925, 0.781, -0.459], [-1.969, -0.051, 1.327]]}

=====

Entry 18:
{"formula": "C3H9NS", "method": "ωB97M-V/def2-TZVPD", "multiplicity": 2, "homo_lumo_gap_ev": [7.05, 6.40], "charge": -1, "homo_energy_ev": [-3.1, -2.7], "e_lumo_ha": [0.145, 0.136], "species": ["C", "C", "C", "S", "N", "H", "H", "H", "H", "H", "H", "H", "H", "H"], "xyz": [[-0.376, 2.481, 0.104], [-0.203, 0.966, -0.154], [0.189, 0.781, -1.574], [-0.277, -2.471, 0.531], [0.915, 0.445, 0.588], [0.461, 2.995, -0.421], [-1.350, 2.944, -0.213], [-0.392, 2.531, 1.237], [-1.111, 0.420, 0.183], [1.293, 1.199, -1.743], [-0.596, 1.344, -2.196], [0.332, -0.304, -1.884], [0.888, 0.573, 1.668], [0.852, -0.636, 0.501]]}

=====

Entry 19:
{"formula": "C3H9NS", "method": "ωB97M-V/def2-TZVPD", "multiplicity": 1, "homo_lumo_gap_ev": 9.21, "homo_energy_ev": -8.3, "e_lumo_ha": 0.034, "smiles": "C=C(C)N.S", "species": ["C", "C", "C", "N", "H", "H", "H", "H", "H", "H", "H", "S", "H", "H"], "xyz": [[0.435, -0.392, 0.034], [-0.059, 0.772, -0.393], [-0.916, 0.896, -1.620], [0.203, 1.992, 0.227], [1.084, -0.336, 0.901], [0.245, -1.313, -0.489], [-0.429, 1.519, -2.368], [-1.878, 1.348, -1.368], [-1.117, -0.086, -2.040], [-0.579, 2.628, 0.244], [0.637, 1.906, 1.134], [0.713, -3.548, 1.722], [-0.122, -2.632, 2.227], [1.784, -2.755, 1.790]]}

=====

Entry 20:
{"formula": "C3H9NS", "method": "ωB97M-V/def2-TZVPD", "multiplicity": 1, "homo_lumo_gap_ev": 9.53, "homo_energy_ev": -8.5, "e_lumo_ha": 0.038, "smiles": "C=CN.CS", "species": ["C", "C", "N", "H", "H", "H", "H", "H", "C", "S", "H", "H", "H", "H"], "xyz": [[0.280, 0.569, 2.015], [-0.699, 1.165, 1.357], [-2.060, 0.902, 1.530], [1.309, 0.842, 1.830], [0.076, -0.189, 2.761], [-0.485, 1.872, 0.568], [-2.325, 0.690, 2.477], [-2.667, 1.603, 1.133], [-0.192, -1.231, -1.180], [1.366, -0.532, -1.803], [-0.023, -1.931, -0.380], [-0.866, -0.458, -0.839], [-0.626, -1.757, -2.028], [2.166, -0.742, -0.752]]}

=====

Number 1: electronic energy -400.12906 Ha. Number 2: electronic energy -400.16402 Ha. Number 3: electronic energy -400.18191 Ha. Number 4: electronic energy -400.18789 Ha. Number 5: electronic energy -400.15150 Ha. Number 6: electronic energy -400.14683 Ha. Number 7: electronic energy -1196.50550 Ha. Number 8: electronic energy -475.29303 Ha. Number 9: electronic energy -873.57065 Ha. Number 10: electronic energy -873.50294 Ha. Number 11: electronic energy -873.52317 Ha. Number 12: electronic energy -590.65167 Ha. Number 13: electronic energy -590.61879 Ha. Number 14: electronic energy -647.82914 Ha. Number 15: electronic energy -647.86180 Ha. Number 16: electronic energy -1046.00533 Ha. Number 17: electronic energy -572.54982 Ha. Number 18: electronic energy -572.60873 Ha. Number 19: electronic energy -572.61768 Ha. Number 20: electronic energy -572.60716 Ha.